[1]
91
Properties=species:S:1:pos:R:3:forces:R:3:mulliken_charge:R:1 method="wB97M-V/def2-TZVPD" homo_lumo_gap_ev="7.223 / 7.688" relative_energy_kcal_mol=1.4 multiplicity=3 charge=+2
As 1.10753 -1.58290 1.44978 -0.0748 -0.0980 -0.0392 1.5517
V 0.66406 -0.64841 -0.90151 0.2463 0.4723 0.1274 0.8790
P -1.64277 -1.45204 -1.14725 -0.0685 -0.3172 -0.0491 1.7646
P -0.93495 0.89405 -1.98883 0.4281 -0.4395 0.1406 2.0075
N -2.14340 -0.24944 -2.23754 -0.1811 0.2132 0.3135 0.1512
N 3.99358 -5.86863 -1.54766 0.0366 -0.0081 0.0135 -0.4568
N 3.58342 -3.52632 -2.27636 -0.1057 -0.0813 -0.0932 -0.6972
N 1.89797 -1.96220 -1.50210 -0.0223 -0.2551 -0.3057 -0.3814
C 3.25412 -5.67476 2.19497 -0.0257 0.0390 -0.0229 -0.5698
C -1.45411 2.57028 -2.22342 -0.0836 0.0695 -0.0104 0.7040
C 2.63038 -0.36902 -4.56991 -0.0574 -0.0008 0.0099 -0.6986
C -0.10759 -2.31488 3.92904 0.0402 -0.0019 -0.0303 -0.5055
C -2.67518 -2.33747 1.24955 -0.0529 0.0731 0.0346 -0.3622
C -3.51643 -4.85687 -2.33214 -0.0263 -0.0002 0.0018 -0.8326
C -2.50492 -5.52464 -3.01231 -0.0095 0.0052 0.0095 -0.6442
C -3.45861 -0.09608 -2.87107 0.0295 -0.0677 -0.0840 -1.0320
C 4.01990 1.98138 0.42325 0.0109 0.0528 -0.0210 -0.7732
C 2.02673 -3.24155 1.72876 -0.0719 0.0811 -0.0552 -0.0667
C 2.90591 -3.37462 2.80037 -0.0198 0.0822 0.0081 -0.1106
C -3.33458 -2.18034 2.45863 0.0448 -0.0480 0.0069 -0.8167
C -3.20043 -0.04668 0.67867 0.0050 -0.0535 0.0428 -0.8487
C -2.33920 5.16381 -2.55563 -0.0023 -0.0082 0.0281 -0.5558
C 1.64873 1.04346 -2.89118 -0.0232 -0.1287 -0.0395 -0.0171
C -0.97483 -3.73889 -2.52860 -0.0700 -0.0385 0.0253 0.0270
C -0.88078 0.25300 4.66644 0.0018 -0.0140 0.0291 -0.8229
C 0.19622 -1.22820 3.11592 0.0743 -0.0044 -0.0538 0.3731
C 2.75709 0.63393 -3.61887 0.0691 0.0252 0.0044 -0.6388
C 2.68631 -2.77638 -1.87627 0.1377 0.1670 0.4384 0.8243
C -1.93710 4.42847 -3.66343 0.0194 -0.0384 -0.0291 -0.7594
C 2.64609 2.11926 0.36423 -0.0159 -0.0254 -0.0058 -1.2564
C -1.18300 -0.82931 5.48388 0.0123 0.0168 -0.0224 -0.5871
C -1.23633 -4.96951 -3.11114 0.0344 0.0234 -0.0060 -0.9422
C -3.26401 -3.62951 -1.74216 0.0309 -0.0135 -0.0324 -0.6436
C -0.79364 -2.10948 5.11736 -0.0250 0.0038 0.0223 -0.8241
C 3.79506 -0.30530 1.17717 -0.0580 -0.0045 -0.0359 -1.2036
C 1.39480 -0.96572 -4.80517 0.0224 0.0108 0.0092 -0.8209
C 2.35744 -5.54590 1.14320 0.0438 -0.0564 0.0203 -0.7145
C -1.49026 3.12655 -3.50405 -0.0056 0.0688 0.0572 -0.3434
C 2.40923 -0.16580 1.15911 -0.1344 -0.0572 0.0839 0.9702
C -2.29641 4.61076 -1.28080 -0.0174 0.0252 0.0367 -0.8261
C 3.78954 -4.77834 -1.85542 -0.0581 0.0967 -0.1617 0.3727
C -3.91912 -0.96339 2.78049 -0.0123 0.0350 -0.0042 -0.6082
C 0.39826 0.43881 -3.11967 -0.0062 0.2911 -0.2627 -0.2743
C -2.61338 -1.26883 0.35571 0.0542 -0.0494 -0.0511 0.5630
C -1.98888 -3.06782 -1.84212 0.0041 0.1095 0.0208 0.0487
C -1.85286 3.31140 -1.10623 0.0125 -0.0070 -0.1349 -0.5655
C -0.19008 0.05688 3.48072 -0.0150 -0.0200 -0.0487 -0.3804
C 1.84042 1.03667 0.72072 -0.1086 -0.1223 -0.0820 -0.5212
C 3.52498 -4.59403 3.02482 0.0234 -0.0286 0.0097 -0.8530
C 1.74223 -4.32716 0.90415 -0.0745 0.1156 0.0103 -0.5938
C 4.58953 0.77177 0.82001 0.0025 -0.0343 0.0016 -0.7014
C 0.28202 -0.57350 -4.08052 0.0450 -0.0867 0.0495 -0.5040
C -3.85577 0.10171 1.89158 -0.0006 0.0004 -0.0152 -0.9568
H 3.08928 -2.53833 3.46535 0.0407 -0.0130 0.0139 0.5233
H -4.50177 -5.29670 -2.25767 0.0034 0.0007 -0.0042 0.4669
H 0.21085 -3.31183 3.64884 -0.0528 -0.0011 0.0428 0.4579
H 4.21439 -4.70388 3.85118 0.0023 0.0089 -0.0058 0.4507
H -4.25934 -0.12271 -2.13177 0.0219 -0.0051 0.0370 0.3629
H 0.75087 1.16420 0.74727 -0.0180 0.0670 0.0285 0.7073
H -2.22363 -3.28954 0.99414 0.0000 -0.0140 0.0329 0.5257
H 3.71702 1.10372 -3.45014 -0.0051 -0.0058 0.0093 0.4977
H 2.15851 -6.38994 0.49897 -0.0105 0.0000 -0.0114 0.4922
H -1.80921 2.87257 -0.11615 -0.0052 0.0208 0.0174 0.3839
H -3.62357 -0.88706 -3.60218 0.0335 -0.0151 0.0057 0.2764
H 1.30342 -1.74017 -5.55518 -0.0012 0.0012 0.0013 0.4926
H -4.43595 -0.84759 3.72382 0.0010 0.0016 -0.0013 0.4466
H -3.39473 -3.01002 3.15016 0.0039 0.0031 -0.0016 0.4527
H -3.16737 0.78199 -0.01907 -0.0109 0.0092 -0.0048 0.4851
H 0.01255 -3.29969 -2.59465 0.0140 -0.0116 -0.0225 0.0037
H 4.24293 -1.24586 1.46824 0.0331 -0.0128 0.0285 0.4964
H 1.74027 1.85268 -2.17490 -0.0022 0.0120 -0.0146 0.5854
H -2.70733 -6.48643 -3.46437 0.0013 0.0006 0.0024 0.4399
H -4.32710 1.04401 2.13757 -0.0004 -0.0042 0.0089 0.5023
H -1.70969 -0.67027 6.41543 -0.0020 -0.0026 -0.0020 0.4399
H 5.66676 0.67477 0.85300 -0.0010 -0.0035 0.0012 0.4934
H 3.49750 -0.68604 -5.13377 -0.0040 -0.0062 -0.0052 0.4652
H -4.04853 -3.11574 -1.20063 -0.0162 -0.0067 0.0026 0.5139
H -2.60450 5.19606 -0.42495 0.0000 0.0029 -0.0118 0.4558
H 4.65757 2.81562 0.16280 0.0021 -0.0082 0.0030 0.4405
H -3.49346 0.86287 -3.38380 -0.0064 0.0259 -0.0204 0.4155
H -1.96898 4.87064 -4.64985 -0.0003 0.0001 0.0042 0.4456
H -2.68456 6.18076 -2.68522 0.0008 -0.0007 -0.0017 0.4266
H 3.74533 -6.62298 2.36521 -0.0059 -0.0034 0.0148 0.4254
H -0.67504 -1.05220 -4.24723 -0.0198 0.0175 -0.0078 0.4447
H -1.16920 1.25308 4.96195 -0.0017 -0.0009 -0.0020 0.4667
H -1.01444 -2.95011 5.76196 -0.0010 -0.0009 -0.0080 0.4668
H -1.16209 2.55027 -4.36034 -0.0076 0.0089 -0.0222 0.4744
H 1.03802 -4.21684 0.08494 0.0370 -0.0557 0.0151 0.5282
H 0.06426 0.91045 2.86486 -0.0248 0.0186 0.0158 0.3879
H 2.19790 3.05839 0.06442 0.0033 0.0032 0.0017 0.6118
H -0.45114 -5.49807 -3.63530 -0.0045 0.0010 0.0014 0.5217

***

[2]
4
Properties=species:S:1:pos:R:3:forces:R:3:nbo_charge:R:1 method="wB97M-V/def2-TZVPD" homo_lumo_gap_ev=11.989 relative_energy_kcal_mol=3.0 multiplicity=1 smiles=C#C
C -0.21431 0.44086 0.36709 1.5891 -2.0997 -2.4555 -0.2278
C 0.30132 -0.30517 -0.45956 -1.5321 0.7264 2.1021 -0.2453
H -0.63878 1.08105 1.08063 -0.1988 0.5424 0.3545 0.2308
H 0.55176 -1.21675 -0.98816 0.1417 0.8309 -0.0011 0.2424

***

[3]
14
Properties=species:S:1:pos:R:3:forces:R:3:nbo_charge:R:1 method="wB97M-V/def2-TZVPD" homo_lumo_gap_ev=8.833 relative_energy_kcal_mol=34.5 multiplicity=1 smiles="C=CN.CS"
S -0.37837 -1.79888 -0.09588 -0.1032 1.2792 0.0081 -0.2025
N -0.75386 1.12087 0.46728 0.4247 1.6094 -0.2084 -0.8092
C 0.75584 2.43880 -0.91539 -0.2387 0.0824 0.1346 -0.4619
C -0.36900 1.75234 -0.74991 -0.4073 0.8229 -0.2393 -0.0091
C 1.03080 -1.54417 1.03703 -0.0527 -0.3878 -0.0378 -0.7308
H -1.67926 1.37351 0.79448 -0.0678 -0.1168 -0.1712 0.3928
H 1.33964 2.71341 -0.04509 0.3554 -0.2432 -0.0853 0.1898
H 1.76882 -2.30841 0.80099 0.1839 0.1939 -0.0501 0.2198
H 1.06461 2.82346 -1.88290 -0.1757 -0.0705 0.2145 0.2180
H -0.07435 1.37716 1.17695 -0.1371 -0.2631 0.1724 0.3827
H -1.09548 1.69292 -1.56065 0.2212 -0.4726 0.1379 0.2014
H 1.44294 -0.55065 0.86890 0.1881 -0.1135 0.0150 0.1986
H 0.78997 -1.66955 2.09489 -0.2434 0.1233 -0.1222 0.2014
H -0.65373 -0.34172 -0.09546 0.0526 -2.4436 0.2318 0.2087

***

no.,total energy (eV)
1,-158332.265
2,-2103.944
3,-15580.835